{"formula": "C13H10N3O2PbSbSe4", "method": "ωB97M-V with the def2-TZVPD basis set", "e_homo_ev": -7.493, "symbols": ["Pb", "O", "C", "C", "C", "C", "C", "C", "C", "O", "N", "N", "C", "C", "C", "C", "C", "C", "N", "H", "H", "H", "H", "H", "H", "H", "H", "H", "H", "Se", "Sb", "Se", "Se", "Se"], "positions_angstrom": [[-1.126, 0.494, -1.336], [2.256, 0.728, 3.228], [3.103, 1.160, 2.277], [4.335, 1.671, 2.680], [5.254, 2.103, 1.746], [4.959, 2.058, 0.385], [3.732, 1.587, -0.024], [2.793, 1.126, 0.907], [1.492, 0.676, 0.392], [1.120, 1.038, -0.754], [0.777, -0.131, 1.213], [-0.335, -0.586, 0.680], [-1.047, -1.519, 1.182], [-2.209, -2.017, 0.454], [-2.870, -3.174, 0.851], [-3.922, -3.648, 0.088], [-4.310, -2.950, -1.047], [-3.613, -1.799, -1.374], [-2.594, -1.357, -0.645], [1.505, 0.283, 2.794], [4.550, 1.712, 3.740], [6.214, 2.475, 2.077], [5.678, 2.405, -0.344], [3.464, 1.563, -1.071], [-0.780, -1.992, 2.123], [-2.541, -3.699, 1.738], [-4.432, -4.560, 0.368], [-5.129, -3.281, -1.668], [-3.877, -1.208, -2.247], [-4.760, 1.609, -4.534], [-2.543, 2.270, -3.801], [-1.054, 0.123, -3.999], [-2.663, 2.689, -1.213], [-1.423, 4.153, -4.864]], "atomic_forces_ev_per_a": [[0.275, 0.498, -0.229], [0.226, 0.122, 0.252], [-0.109, -0.186, -0.082], [0.070, 0.017, 0.119], [-0.093, -0.032, 0.017], [0.049, 0.035, -0.138], [-0.002, 0.065, 0.095], [-0.085, 0.143, -0.194], [-0.020, -0.046, 0.322], [-0.794, -0.219, -0.436], [0.442, 0.017, 0.408], [-0.769, 0.209, -1.159], [0.199, 0.026, 0.279], [-0.423, -0.220, -0.197], [0.161, 0.091, 0.136], [-0.079, 0.062, -0.166], [0.080, -0.041, 0.186], [-0.145, 0.159, -0.269], [0.326, 0.198, -0.018], [-0.052, -0.047, -0.091], [-0.011, -0.036, -0.013], [-0.014, 0.024, 0.017], [0.001, -0.022, 0.016], [0.018, 0.016, -0.013], [0.119, 0.045, -0.048], [-0.003, 0.015, -0.003], [-0.003, 0.013, 0.036], [0.002, 0.017, -0.009], [0.022, -0.005, -0.011], [0.757, -0.027, 0.473], [-1.009, 1.430, -1.839], [0.201, -0.101, 1.670], [0.970, -1.305, 0.244], [-0.305, -0.916, 0.645]], "lowdin_charge": [0.833, 0.065, -0.262, -0.008, -0.067, -0.081, -0.015, -0.082, -0.406, -0.132, 0.043, -0.104, -0.046, -0.258, 0.000, -0.029, -0.019, -0.091, -0.020, 0.064, 0.120, 0.108, 0.104, 0.120, 0.143, 0.121, 0.119, 0.119, 0.112, -0.179, -0.252, 0.067, 0.060, -0.144]}

=====

{"formula": "C2H2FNO3", "method": "ωB97M-V with the def2-TZVPD basis set", "de_lowest_ev": 0.331, "e_homo_ev": -10.563, "symbols": ["C", "C", "N", "O", "O", "O", "F", "H", "H"], "positions_angstrom": [[0.012, 0.523, 0.356], [1.594, -0.137, -0.525], [-0.831, -0.439, 0.053], [-0.048, 1.471, 1.060], [1.526, -1.123, -1.172], [-2.204, -0.435, 0.458], [2.650, 0.676, -0.468], [-0.684, -0.940, -0.787], [-2.015, 0.405, 1.026]], "atomic_forces_ev_per_a": [[3.423, -1.403, -1.480], [-2.795, 1.103, 0.590], [-1.124, -0.938, -0.243], [-0.364, 0.549, 0.494], [0.519, 0.447, 0.343], [2.542, 3.055, 1.350], [-0.440, -0.411, 0.190], [0.212, -0.787, -0.636], [-1.973, -1.616, -0.607]], "lowdin_charge": [-0.363, -0.300, 0.009, 0.122, 0.136, 0.013, 0.114, 0.127, 0.141]}

=====

{"formula": "C19H25N3O6", "method": "ωB97M-V with the def2-TZVPD basis set", "de_lowest_ev": 3.700, "smiles": "Cc1cc(C(=O)NCC(=O)OCC(=O)N(C)C2CCCCC2)ccc1[N+](=O)[O-]", "e_homo_ev": -9.531, "symbols": ["C", "C", "C", "C", "C", "C", "C", "N", "O", "O", "H", "H", "C", "O", "N", "H", "C", "C", "O", "O", "C", "H", "H", "C", "O", "N", "C", "H", "H", "H", "C", "C", "C", "C", "C", "C", "H", "H", "H", "H", "H", "H", "H", "H", "H", "H", "H", "H", "H", "H", "H", "H", "H"], "positions_angstrom": [[-2.078, -2.202, -2.912], [-2.737, -1.868, -1.618], [-2.331, -0.730, -0.925], [-2.879, -0.378, 0.301], [-3.850, -1.186, 0.887], [-4.283, -2.308, 0.217], [-3.743, -2.642, -1.024], [-4.267, -3.829, -1.653], [-4.828, -4.634, -0.937], [-4.134, -3.959, -2.851], [-5.043, -2.949, 0.636], [-4.250, -0.924, 1.853], [-2.331, 0.804, 1.035], [-1.982, 0.754, 2.196], [-2.243, 1.933, 0.282], [-2.500, 1.875, -0.692], [-1.351, 3.002, 0.648], [-0.051, 2.947, -0.151], [0.915, 3.630, 0.053], [-0.148, 2.025, -1.110], [0.956, 1.770, -1.977], [1.808, 2.398, -1.709], [0.631, 2.009, -2.994], [1.255, 0.262, -1.948], [0.876, -0.423, -2.883], [1.886, -0.248, -0.877], [2.116, -1.681, -0.865], [1.553, -2.119, -1.687], [3.174, -1.901, -1.007], [1.776, -2.110, 0.075], [2.313, 0.503, 0.295], [1.412, 0.238, 1.506], [1.813, 1.170, 2.646], [3.273, 0.940, 3.026], [4.180, 1.144, 1.815], [3.769, 0.216, 0.673], [3.878, -0.819, 0.998], [4.415, 0.376, -0.193], [5.218, 0.948, 2.089], [4.111, 2.182, 1.483], [3.561, 1.627, 3.822], [3.394, -0.079, 3.403], [1.164, 0.993, 3.504], [1.680, 2.207, 2.331], [1.519, -0.797, 1.837], [0.365, 0.394, 1.242], [2.251, 1.568, 0.066], [-1.816, 3.980, 0.492], [-1.116, 2.894, 1.711], [-1.542, -0.130, -1.354], [-1.169, -1.619, -3.040], [-2.752, -1.990, -3.741], [-1.837, -3.261, -2.973]], "atomic_forces_ev_per_a": [[0.176, -0.016, -0.314], [-0.316, -0.313, 0.058], [-0.168, -0.007, 0.170], [-0.003, -0.356, -0.028], [0.169, 0.178, -0.118], [-0.073, -0.172, -0.123], [0.464, 1.184, 0.672], [-0.249, -0.544, -0.158], [-0.118, -0.249, 0.106], [-0.016, -0.001, -0.283], [0.002, 0.009, 0.015], [-0.045, -0.007, 0.108], [-0.198, 0.088, -0.167], [0.065, -0.088, 0.253], [-0.179, 0.308, -0.129], [0.006, -0.123, 0.152], [0.071, -0.058, 0.081], [-0.045, 0.243, 0.390], [-0.037, 0.052, 0.006], [-0.084, -0.300, -0.240], [0.426, 0.030, -0.359], [-0.134, -0.082, -0.002], [0.092, -0.114, 0.228], [-0.184, 0.514, 0.030], [-0.130, -0.021, -0.422], [0.165, -0.171, 0.061], [-0.072, -0.197, -0.146], [0.077, -0.009, 0.126], [0.002, -0.053, 0.034], [0.039, -0.032, 0.050], [0.025, -0.071, 0.300], [0.018, 0.384, -0.128], [0.020, -0.303, 0.146], [-0.028, 0.320, -0.082], [0.034, -0.292, 0.139], [-0.053, 0.383, -0.101], [0.011, -0.101, -0.039], [0.016, -0.081, -0.047], [0.032, 0.077, -0.032], [0.052, 0.075, -0.023], [0.031, -0.053, 0.078], [0.023, -0.056, 0.068], [-0.046, 0.077, 0.013], [-0.042, 0.081, 0.014], [-0.038, -0.097, -0.022], [-0.031, -0.061, -0.030], [-0.028, -0.049, -0.040], [0.127, -0.079, 0.040], [0.019, 0.103, -0.190], [0.090, 0.050, -0.060], [0.014, 0.032, 0.042], [0.011, -0.038, -0.053], [0.039, 0.006, -0.047]], "lowdin_charge": [-0.026, -0.158, 0.035, -0.115, 0.005, 0.020, -0.098, -0.349, 0.079, 0.086, 0.121, 0.124, -0.457, 0.083, 0.078, 0.143, -0.047, -0.470, 0.119, 0.002, -0.038, 0.129, 0.143, -0.426, 0.039, -0.041, -0.010, 0.089, 0.096, 0.093, -0.289, -0.127, -0.185, -0.199, -0.191, -0.145, 0.116, 0.123, 0.110, 0.118, 0.110, 0.115, 0.116, 0.109, 0.120, 0.098, 0.123, 0.141, 0.138, 0.109, 0.060, 0.095, 0.088]}

=====

{"formula": "C22H38CaN8O2", "method": "ωB97M-V with the def2-TZVPD basis set", "de_lowest_ev": 1.283, "e_homo_ev": -8.293, "symbols": ["Ca", "C", "C", "N", "C", "C", "N", "C", "C", "N", "H", "H", "H", "H", "H", "H", "H", "H", "H", "H", "H", "H", "H", "H", "H", "N", "C", "C", "C", "C", "N", "H", "H", "H", "H", "H", "H", "H", "H", "H", "H", "H", "H", "N", "C", "N", "C", "N", "C", "C", "C", "C", "C", "C", "C", "C", "C", "C", "O", "O", "H", "H", "H", "H", "H", "H", "H", "H", "H", "H", "H"], "positions_angstrom": [[-0.481, 0.606, -0.206], [1.187, 2.042, 1.955], [0.075, 3.096, 1.830], [-0.943, 2.599, 0.923], [-1.496, 3.501, -0.058], [-0.515, 3.693, -1.232], [0.112, 2.424, -1.580], [1.565, 2.456, -1.634], [2.178, 2.554, -0.235], [1.551, 1.571, 0.633], [0.801, 1.178, 2.498], [2.044, 2.459, 2.513], [0.489, 4.031, 1.437], [-0.325, 3.313, 2.830], [-1.674, 2.140, 1.449], [-1.769, 4.484, 0.363], [-2.405, 3.028, -0.442], [0.255, 4.421, -0.954], [-1.075, 4.118, -2.075], [-0.211, 2.078, -2.481], [1.942, 3.284, -2.254], [1.886, 1.520, -2.086], [2.011, 3.558, 0.160], [3.264, 2.413, -0.313], [2.137, 0.749, 0.718], [0.267, 0.541, -3.903], [-0.505, -0.094, -4.968], [-1.765, -0.739, -4.393], [-2.628, 0.267, -3.620], [-3.266, -0.349, -2.375], [-2.242, -0.593, -1.369], [1.159, 0.842, -4.279], [0.460, -0.145, -3.173], [0.071, -0.863, -5.508], [-0.775, 0.684, -5.691], [-1.453, -1.550, -3.730], [-2.341, -1.185, -5.207], [-3.399, 0.668, -4.282], [-1.997, 1.089, -3.274], [-3.803, -1.268, -2.661], [-3.993, 0.353, -1.951], [-1.618, -1.323, -1.702], [-2.674, -0.990, -0.528], [4.102, -3.649, 0.498], [3.252, -3.182, -0.127], [2.335, -2.729, -0.905], [1.544, -1.772, -0.864], [0.775, -0.902, -1.049], [3.249, -3.089, 3.692], [1.850, -2.715, 3.317], [1.229, -1.615, 3.889], [-0.020, -1.188, 3.467], [-0.712, -0.083, 4.215], [-0.639, -1.847, 2.399], [-0.085, -3.033, 1.901], [-0.767, -3.850, 0.846], [1.145, -3.455, 2.382], [-1.743, -1.182, 1.625], [-2.723, -1.787, 1.195], [-1.520, 0.046, 1.367], [3.778, -2.222, 4.081], [3.778, -3.456, 2.815], [3.257, -3.871, 4.450], [1.735, -1.080, 4.681], [0.006, 0.578, 4.698], [-1.328, -0.533, 4.994], [-1.373, 0.485, 3.569], [-0.834, -3.295, -0.091], [-1.778, -4.111, 1.150], [-0.198, -4.759, 0.665], [1.578, -4.365, 1.993]], "atomic_forces_ev_per_a": [[0.233, 1.014, -1.991], [-0.041, 0.455, 0.397], [0.450, -0.033, 0.289], [-0.610, 0.714, 0.769], [0.055, 0.497, -0.279], [-0.350, 0.265, 0.300], [-0.042, 0.696, -0.894], [0.464, 0.180, 0.023], [0.040, 0.098, -0.545], [0.847, -0.248, 0.353], [0.051, 0.064, 0.113], [-0.195, -0.072, -0.014], [-0.109, -0.045, 0.069], [0.067, 0.045, -0.187], [-0.126, 0.021, 0.064], [-0.077, -0.155, -0.158], [-0.056, 0.102, 0.020], [-0.063, -0.036, -0.059], [0.189, -0.003, 0.071], [0.058, 0.042, -0.159], [-0.002, -0.102, 0.008], [0.077, -0.058, -0.049], [0.086, -0.074, 0.057], [-0.120, 0.081, 0.064], [0.083, 0.007, -0.001], [0.181, -0.110, 0.011], [-0.182, -0.226, -0.262], [0.148, 0.423, -0.027], [-0.160, -0.252, 0.126], [-0.229, 0.209, -0.479], [-0.332, -0.340, -0.195], [0.037, -0.027, 0.107], [0.161, 0.068, -0.063], [-0.094, 0.170, 0.063], [-0.039, -0.093, -0.002], [0.017, -0.090, -0.056], [0.041, -0.084, 0.091], [0.009, 0.084, 0.054], [-0.114, 0.066, -0.151], [0.001, 0.172, 0.134], [0.017, -0.142, -0.046], [0.031, -0.064, -0.009], [-0.045, -0.015, 0.034], [0.461, -0.250, 0.307], [0.543, -0.089, 0.592], [-0.366, -0.615, -0.909], [-0.102, 0.358, -0.434], [0.974, -1.170, -0.546], [0.045, -0.102, 0.002], [0.043, -0.015, 0.020], [-0.095, -0.065, -0.035], [0.025, 0.075, -0.071], [-0.045, -0.033, 0.005], [0.136, -0.092, -0.090], [-0.114, -0.026, 0.093], [-0.024, -0.084, -0.050], [0.036, 0.084, 0.094], [-0.536, -0.793, 0.567], [-0.115, -0.328, 0.116], [-1.504, -0.206, 2.561], [0.085, 0.002, 0.097], [0.078, -0.028, 0.046], [0.038, -0.052, 0.098], [0.049, 0.104, 0.111], [0.006, 0.063, 0.035], [-0.046, 0.037, 0.138], [0.014, 0.116, 0.036], [-0.083, -0.018, -0.094], [-0.013, 0.024, -0.082], [0.040, -0.052, -0.067], [0.114, -0.052, -0.131]], "lowdin_charge": [1.305, -0.188, -0.174, -0.183, -0.193, -0.181, -0.175, -0.217, -0.183, -0.152, 0.093, 0.130, 0.110, 0.128, 0.102, 0.124, 0.123, 0.112, 0.124, 0.066, 0.126, 0.095, 0.104, 0.129, 0.119, -0.010, -0.274, -0.195, -0.202, -0.261, -0.064, 0.081, 0.039, 0.111, 0.113, 0.103, 0.113, 0.112, 0.080, 0.120, 0.115, 0.051, 0.049, 0.115, -0.396, 0.108, -0.350, -0.034, -0.051, -0.262, -0.014, -0.226, -0.039, -0.058, -0.203, -0.033, -0.018, -0.608, 0.033, -0.281, 0.075, 0.035, 0.083, 0.116, 0.078, 0.092, 0.064, 0.068, 0.085, 0.080, 0.116]}

=====

{"formula": "C8H9O6PPm", "method": "ωB97M-V with the def2-TZVPD basis set", "de_lowest_ev": 1.048, "s2": 6.00, "e_homo_ev": [-21.551, -21.558], "total_charge": 3, "spin_multiplicity": 5, "symbols": ["O", "C", "Pm", "O", "C", "C", "O", "C", "O", "C", "O", "C", "P", "C", "C", "O", "H", "H", "H", "H", "H", "H", "H", "H", "H"], "positions_angstrom": [[0.000, -0.001, -6.091], [0.007, 0.010, -4.932], [0.039, 0.060, -2.070], [-1.857, -3.132, -1.863], [-1.283, -2.165, -2.121], [1.326, 2.238, -2.226], [1.884, 3.178, -1.858], [-2.201, 1.293, -2.155], [-3.147, 1.862, -1.864], [2.189, -1.308, -2.161], [3.155, -1.873, -1.861], [0.581, 0.944, 3.078], [0.098, 0.135, 1.518], [1.003, -1.415, 1.716], [-1.709, 0.295, 1.740], [0.454, 0.722, 0.112], [-0.192, 1.651, 3.423], [1.572, 1.412, 3.055], [0.601, 0.123, 3.823], [0.976, -1.772, 2.761], [0.663, -2.225, 1.046], [2.062, -1.155, 1.508], [-1.890, 1.391, 1.725], [-2.306, -0.210, 0.958], [-2.026, -0.058, 2.739]], "atomic_forces_ev_per_a": [[0.025, 0.052, 5.663], [0.008, -0.041, -5.649], [0.456, 0.835, 1.583], [2.562, 4.334, -1.314], [-3.130, -5.371, 1.339], [3.071, 5.260, 1.783], [-2.440, -4.119, -1.841], [-4.248, 2.584, 1.189], [3.207, -1.951, -1.173], [5.731, -3.422, 1.671], [-4.668, 2.723, -1.632], [0.132, 0.340, -0.151], [-0.448, 0.255, 2.932], [-0.069, -0.420, -0.401], [0.053, -0.397, -0.453], [-0.490, -0.742, -2.315], [0.487, -0.056, -0.327], [-0.203, -0.032, 0.044], [0.036, 0.373, -0.418], [-0.228, 0.126, -0.546], [0.217, 0.212, 0.245], [-0.495, -0.151, 0.009], [0.079, -0.560, -0.141], [0.123, 0.201, 0.401], [0.233, -0.032, -0.498]], "lowdin_charge": [0.176, 0.036, 1.480, 0.213, 0.015, 0.002, 0.219, 0.003, 0.224, 0.016, 0.213, -0.141, 0.685, -0.153, -0.150, -0.567, 0.080, 0.085, 0.087, 0.089, 0.061, 0.089, 0.087, 0.053, 0.096]}

=====

Q: Which energy values were calculated for the entries above? A: -295378.88017 -12453.66014 -36863.00394 -57888.71198 -46539.86555, in eV.